The following is a quantum chemistry calculation of a molecular structure, C36H45N7O3PdSeSi, from the OMol25 dataset.

XYZ file:
```
94
Properties=species:S:1:pos:R:3:forces:R:3:mulliken_spin:R:1
Pd -0.211 0.411 -0.002 0.352 -0.081 -0.506 1.44
C 0.537 1.157 4.073 0.022 -0.033 0.065 0.00
C -0.185 -0.042 3.523 -0.018 0.215 -0.108 -0.01
C -0.276 -1.213 4.253 -0.031 -0.056 0.032 0.02
C -0.941 -2.293 3.676 0.033 0.003 0.006 -0.01
C -1.519 -2.167 2.436 -0.224 0.046 -0.041 0.02
C -1.475 -0.917 1.768 -0.322 0.052 0.153 -0.03
N -0.758 0.111 2.323 0.063 -0.469 0.132 0.03
N -2.062 -0.630 0.582 0.414 0.022 0.444 0.15
Si -3.566 -1.205 0.009 0.099 0.120 -0.090 0.00
C -4.768 -1.346 1.440 -0.070 -0.029 0.186 0.01
C -3.519 -2.861 -0.848 0.019 -0.201 -0.148 0.00
C -4.186 0.068 -1.227 -0.100 0.131 -0.072 -0.01
H 0.019 1.532 4.959 0.009 0.011 -0.004 0.00
H 0.565 1.952 3.328 -0.018 -0.030 0.039 0.00
H 1.559 0.906 4.365 -0.114 0.010 -0.017 0.00
H 0.195 -1.289 5.224 -0.023 0.005 -0.013 0.00
H -0.991 -3.240 4.202 -0.006 0.004 -0.015 0.00
H -2.021 -2.998 1.957 0.017 0.008 0.032 0.00
H -4.587 -2.259 2.015 -0.021 0.051 0.011 0.00
H -5.808 -1.365 1.105 0.039 -0.002 -0.015 0.00
H -4.641 -0.502 2.125 -0.076 -0.025 -0.004 0.00
H -3.288 -3.681 -0.163 0.005 0.034 -0.027 0.00
H -2.771 -2.865 -1.646 -0.042 -0.029 0.031 0.00
H -4.496 -3.066 -1.300 0.047 -0.048 0.006 0.00
H -3.447 0.866 -1.341 -0.016 -0.017 -0.017 0.00
H -5.131 0.517 -0.904 0.051 -0.011 -0.003 0.00
H -4.356 -0.374 -2.213 0.007 0.046 0.028 0.00
C 4.104 -2.412 -1.409 0.025 0.025 -0.043 0.00
O 4.136 -1.550 -2.550 -0.066 -0.084 0.066 0.00
C 5.166 -0.652 -2.571 0.074 -0.122 -0.075 0.00
C 6.128 -0.782 -3.565 0.013 -0.032 0.003 0.00
C 7.201 0.091 -3.642 -0.035 0.034 0.054 0.00
C 7.316 1.111 -2.706 0.000 -0.041 -0.034 0.00
C 6.340 1.271 -1.738 -0.054 0.038 -0.012 0.00
C 5.244 0.411 -1.665 0.060 0.175 0.090 0.00
N 4.287 0.609 -0.653 0.178 -0.047 0.278 0.00
C 2.915 0.518 -0.807 -0.109 0.022 -0.293 0.02
N 2.497 0.715 -2.075 -0.243 0.148 0.085 -0.03
C 1.314 0.244 -2.703 0.219 0.018 0.019 -0.20
C 0.139 -0.053 -2.041 -0.361 0.126 0.082 0.51
C -0.930 -0.507 -2.822 0.064 -0.121 -0.032 -0.20
C -0.832 -0.659 -4.193 0.076 0.018 -0.007 0.00
C 0.358 -0.340 -4.848 -0.051 -0.017 0.088 -0.01
C 1.424 0.112 -4.096 0.028 -0.026 -0.130 0.04
O 2.636 0.482 -4.636 0.065 -0.095 -0.068 0.00
C 2.995 -0.110 -5.874 -0.059 0.054 0.100 0.00
N 2.106 0.291 0.183 0.046 0.176 0.094 0.02
C 2.643 -0.059 1.447 -0.080 -0.168 -0.203 -0.01
C 2.384 -1.333 1.951 -0.038 -0.070 0.030 0.00
C 2.907 -1.758 3.162 -0.025 0.093 -0.060 0.00
C 3.703 -0.895 3.906 0.007 0.013 -0.049 0.01
C 3.943 0.387 3.437 0.051 -0.054 0.028 0.00
C 3.403 0.809 2.229 0.128 0.058 0.098 0.01
O 3.737 2.071 1.806 0.036 0.168 -0.092 0.00
C 2.675 2.922 1.346 0.031 -0.065 0.023 0.00
H 4.940 -3.114 -1.444 0.023 -0.023 -0.016 0.00
H 3.164 -2.954 -1.463 -0.025 -0.011 -0.014 0.00
H 4.144 -1.853 -0.473 -0.001 0.009 0.005 0.00
H 6.017 -1.605 -4.261 0.007 0.016 0.007 0.00
H 7.947 -0.032 -4.416 -0.013 0.003 0.019 0.00
H 8.154 1.795 -2.739 -0.004 -0.004 -0.004 0.00
H 6.404 2.085 -1.024 0.000 -0.008 -0.015 0.00
H 4.600 1.085 0.184 -0.054 -0.064 -0.042 0.00
H 3.233 0.908 -2.739 -0.043 0.027 0.016 0.00
H -1.865 -0.754 -2.336 -0.024 0.028 -0.009 0.01
H -1.679 -1.016 -4.769 0.007 0.003 0.006 0.00
H 0.443 -0.443 -5.920 -0.007 -0.006 -0.013 0.00
H 2.419 0.311 -6.700 -0.019 0.015 -0.018 0.00
H 2.845 -1.191 -5.840 0.000 -0.020 -0.003 0.00
H 4.049 0.109 -6.029 0.023 0.022 0.027 0.00
H 1.758 -1.989 1.356 0.001 -0.017 0.013 0.01
H 2.689 -2.754 3.524 0.002 0.024 -0.019 0.00
H 4.128 -1.212 4.850 -0.011 0.001 -0.017 0.00
H 4.550 1.089 3.995 -0.013 -0.002 -0.006 0.00
H 2.824 3.896 1.809 0.008 0.023 0.014 0.00
H 1.698 2.528 1.622 0.062 -0.003 -0.044 0.00
H 2.715 3.027 0.262 -0.021 -0.001 -0.017 0.00
C -2.831 2.430 1.742 -0.022 0.181 -0.044 -0.01
N -2.979 3.425 0.683 -0.146 -0.187 0.258 0.00
C -4.082 4.248 0.537 0.108 -0.091 0.057 0.00
C -3.867 5.013 -0.548 0.159 -0.027 -0.111 0.00
N -2.637 4.639 -1.062 -0.041 0.217 -0.183 0.01
C -2.005 5.198 -2.250 -0.108 -0.057 0.108 0.01
C -2.097 3.661 -0.303 -0.072 -0.075 -0.081 0.04
Se -0.459 2.873 -0.687 0.117 0.122 0.049 0.14
H -3.124 2.884 2.688 -0.014 0.011 0.008 0.00
H -1.797 2.100 1.795 -0.055 0.009 -0.047 0.00
H -3.453 1.562 1.531 0.047 -0.021 -0.028 0.00
H -4.911 4.214 1.221 0.024 -0.022 -0.006 0.00
H -4.469 5.779 -1.003 0.028 -0.007 0.001 0.00
H -2.667 5.957 -2.660 -0.005 0.000 -0.004 0.00
H -1.835 4.412 -2.983 -0.005 -0.034 0.000 0.00
H -1.047 5.643 -1.993 0.014 0.014 0.028 -0.01
```
Forces are in eV/Å.

Properties
⟨S²⟩: 2.0080
Electronic energy (eV): -131339.384
Multiplicity: 3
Molecular weight (g/mol): 837.27
Largest force on an atom (eV Å⁻¹): 0.62